Entry 1:
{
  "formula": "C5H13NO2",
  "method": "ωB97M-V/def2-TZVPD",
  "species": ["C", "C", "C", "N", "C", "C", "O", "H", "H", "H", "H", "H", "H", "H", "H", "H", "H", "H", "H", "H", "O"],
  "positions_angstrom": [[-0.9606, -0.8507, 1.0315], [-0.3190, -2.1774, 1.4550], [-0.4268, -0.3946, -0.2948], [0.5067, 0.6296, -0.3490], [1.4406, 0.4742, -1.4912], [1.1873, 1.0363, 0.8812], [-0.8399, -0.8732, -1.3568], [-2.0480, -0.9457, 1.0083], [-0.7456, -0.1111, 1.7922], [-0.0756, -2.7892, 0.5814], [-1.0438, -2.8155, 1.9925], [0.5217, -2.0079, 2.1189], [2.3716, 0.9562, -1.2066], [1.0338, 0.9562, -2.3828], [1.5985, -0.5826, -1.6816], [1.8221, 1.8885, 0.6416], [1.7326, 0.2127, 1.3375], [0.4731, 1.4706, 1.5925], [-2.5954, 1.9813, -2.4893], [-1.4500, 1.6599, -1.5182], [-2.1832, 2.2824, -1.6624]],
  "atomic_forces_ev_per_a": [[0.1, 0.2, 0.3], [-0.8, -0.7, 0.0], [-0.3, 0.3, -0.7], [0.4, -0.8, 0.2], [-0.6, 0.6, 0.3], [-0.7, 0.9, 0.0], [0.0, -0.1, 0.3], [0.0, -0.1, -0.4], [0.0, 0.1, 0.2], [0.4, 0.2, 0.1], [0.1, 0.4, 0.1], [0.3, -0.1, -0.2], [0.1, 0.0, -0.1], [0.1, -0.1, 0.0], [0.1, -0.2, -0.2], [0.3, -0.3, 0.0], [0.3, -0.1, 0.2], [0.1, -0.4, -0.1], [0.3, 0.0, 0.5], [-0.2, 0.1, 0.0], [0.0, -0.2, -0.4]],
  "lowdin_spin": [0.06, 0.11, 0.06, 0.01, 0.11, 0.23, 0.05, 0.01, 0.03, 0.01, 0.02, 0.04, 0.03, 0.01, 0.02, 0.05, 0.07, 0.03, 0.01, 0.00, 0.02],
  "total_charge": -1,
  "homo_lumo_gap_ev": [2.83, 9.60],
  "e_homo_ha": [0.0387, -0.2163],
  "s_squared": 0.75,
  "spin_multiplicity": 2
}



Entry 2:
{
  "formula": "C5H13NO2",
  "method": "ωB97M-V/def2-TZVPD",
  "species": ["C", "C", "C", "N", "C", "C", "O", "H", "H", "H", "H", "H", "H", "H", "H", "H", "H", "H", "H", "H", "O"],
  "positions_angstrom": [[0.8498, -0.8866, 1.1773], [1.2171, 0.2929, 2.1013], [0.1477, -0.8036, -0.0494], [-0.4430, 0.4092, -0.3234], [-0.7986, 0.6932, -1.7653], [-1.5926, 0.6226, 0.7253], [0.1391, -1.7658, -0.8857], [1.3866, -1.8174, 1.3502], [-2.0499, -1.0931, 1.6799], [2.3518, 0.4000, 2.0526], [0.5692, 0.2523, 3.0875], [0.8329, 1.1627, 1.5899], [0.1114, 1.3091, -2.3681], [-1.6335, 1.3314, -1.8301], [-1.0544, -0.2649, -2.3808], [-1.3292, 1.4037, 1.5329], [-1.5631, -0.4256, 1.2655], [-2.6002, 0.7231, 0.1535], [1.4138, -1.1628, -2.1587], [1.8839, 0.2661, -2.5524], [2.1611, -0.6466, -2.4020]],
  "atomic_forces_ev_per_a": [[-0.3, 0.3, -0.6], [-1.1, -1.0, -0.6], [3.6, -2.5, 2.0], [-3.6, 2.6, -0.5], [2.6, -1.2, -0.9], [1.1, 1.7, -2.7], [-0.6, 0.4, -0.6], [-0.3, 0.0, -0.1], [-0.7, -1.7, 1.0], [-1.4, -0.1, 1.2], [2.1, 0.1, -1.2], [0.0, 0.6, -0.1], [-2.2, -1.7, 1.7], [-1.0, 0.9, 0.2], [0.7, 1.5, 1.2], [-0.7, -1.1, -1.4], [-0.1, 0.8, -0.1], [1.6, 0.2, 1.3], [-1.7, -0.8, 1.0], [-0.2, -0.6, 0.2], [2.1, 1.3, -1.2]],
  "lowdin_spin": [0.03, 0.00, 0.01, 0.05, 0.01, 0.29, 0.00, 0.00, 0.43, 0.00, 0.00, 0.00, 0.01, 0.00, 0.00, 0.01, 0.16, 0.00, 0.00, 0.00, 0.00],
  "total_charge": -1,
  "homo_lumo_gap_ev": [6.00, 5.47],
  "e_homo_ha": [-0.0792, -0.0769],
  "s_squared": 0.76,
  "spin_multiplicity": 2
}



Entry 3:
{
  "formula": "C5H13NO2",
  "method": "ωB97M-V/def2-TZVPD",
  "species": ["C", "C", "C", "C", "C", "N", "H", "H", "H", "H", "H", "H", "H", "H", "H", "H", "H", "O", "H", "H", "O"],
  "positions_angstrom": [[0.2432, -2.2469, -0.8942], [0.5648, -0.7142, -0.9794], [-0.1184, 0.1930, 0.0401], [-1.3474, -0.1810, 0.4998], [0.5198, 2.4338, 0.6671], [0.7311, 1.1552, 0.4948], [1.1598, -2.7551, -1.2183], [-0.0811, -2.6004, 0.0762], [-0.5010, -2.4875, -1.6628], [0.3119, -0.4190, -1.9965], [1.6444, -0.5823, -0.8866], [-1.9588, -1.0143, 0.1924], [-1.8346, 0.3828, 1.2962], [1.3166, 3.1604, 0.8217], [-0.4650, 2.9419, 0.6932], [3.3595, -1.6043, 1.8658], [1.8625, -1.0151, 1.5495], [2.6043, -1.5892, 1.2967], [-3.1384, 1.9344, -1.1291], [-2.0044, 2.3666, -0.1995], [-2.8688, 2.6410, -0.5269]],
  "atomic_forces_ev_per_a": [[0.5, 0.8, -1.2], [0.0, -1.0, 0.4], [0.9, -0.9, 0.3], [-1.0, 1.1, 0.8], [-1.3, 1.7, 0.7], [0.6, -1.0, -1.2], [-0.2, -0.2, 0.3], [0.0, 0.1, 0.2], [-0.2, -0.1, 0.4], [-0.1, 0.4, -0.2], [-0.2, 0.1, 0.1], [0.4, -0.3, -0.5], [0.2, 0.1, -0.1], [0.3, -0.5, 0.1], [0.1, -0.4, -0.1], [0.0, 0.6, 0.8], [0.7, 0.3, 0.3], [-0.7, -0.8, -1.1], [0.3, 0.1, 0.3], [0.1, -0.3, 0.0], [-0.5, 0.2, -0.3]],
  "lowdin_spin": [0.01, 0.02, 0.08, 0.13, 0.40, 0.20, 0.00, 0.00, 0.00, 0.00, 0.00, 0.02, 0.02, 0.05, 0.05, 0.00, 0.00, 0.00, 0.00, 0.00, 0.02],
  "total_charge": -1,
  "homo_lumo_gap_ev": [3.96, 7.24],
  "e_homo_ha": [-0.0111, -0.1328],
  "s_squared": 0.76,
  "spin_multiplicity": 2
}



Entry 4:
{
  "formula": "C5H13NO2",
  "method": "ωB97M-V/def2-TZVPD",
  "species": ["C", "C", "C", "C", "O", "N", "C", "O", "H", "H", "H", "H", "H", "H", "H", "H", "H", "H", "H", "H", "H"],
  "positions_angstrom": [[-0.5474, 0.9763, 1.5737], [-0.1203, 0.4516, 0.2649], [-1.2349, -0.2578, -0.4979], [-2.4228, 0.6025, -0.9024], [-1.7219, -1.3874, 0.1945], [0.9796, -0.4476, 0.4049], [2.0443, -0.6059, -0.5179], [3.0424, 0.4693, -0.5664], [0.3522, 1.4128, 2.0195], [-1.2078, 1.8500, 1.5338], [-0.9230, 0.2804, 2.4035], [0.1835, 1.3308, -0.3164], [-0.9623, -0.5687, -1.5666], [-2.2008, 1.4556, -1.5275], [-3.2709, -0.0022, -1.1879], [-2.7840, 0.9528, 0.0708], [-0.9395, -1.9474, 0.2922], [1.1777, -0.5506, 1.3845], [1.6398, -0.6168, -1.5520], [2.6084, -1.5467, -0.3995], [2.4350, 1.2066, -0.7309]],
  "atomic_forces_ev_per_a": [[0.0, 0.7, 3.1], [-0.6, -0.1, -2.1], [-0.8, -0.2, -3.3], [-0.5, 0.2, 2.9], [0.4, 0.1, 0.1], [0.7, -1.2, 1.0], [0.4, 0.2, -1.4], [-1.3, -0.3, 0.4], [0.1, 0.0, 0.1], [-0.2, -0.5, -0.3], [0.3, 0.5, -1.7], [-0.1, 0.1, -0.2], [1.0, -0.1, 1.4], [0.1, -0.1, -0.3], [0.1, -0.2, -0.9], [-0.3, 0.7, -0.1], [-0.1, -0.1, 0.2], [0.7, -0.3, 0.0], [-0.2, -0.3, 0.6], [-0.3, 0.5, 0.4], [0.8, 0.3, 0.0]],
  "mulliken_charge": [-1.83, 0.84, 0.29, -1.55, -0.59, -0.23, -0.50, -0.53, 0.52, 0.43, 0.28, 0.04, 0.17, 0.36, 0.38, 0.36, 0.37, 0.24, 0.29, 0.33, 0.32],
  "homo_lumo_gap_ev": 10.14,
  "smiles": "C[C@H](O)[C@@H](C)NCO",
  "e_homo_ha": -0.3435,
  "spin_multiplicity": 1
}



Entry 5:
{
  "formula": "C5H13NO2",
  "method": "ωB97M-V/def2-TZVPD",
  "species": ["C", "C", "C", "O", "O", "H", "H", "H", "H", "H", "C", "C", "N", "H", "H", "H", "H", "H", "H", "H", "H"],
  "positions_angstrom": [[1.1235, 1.6262, -0.2434], [2.5367, 1.2765, 0.1467], [0.9026, 1.8674, -1.6702], [1.6406, 2.3000, -2.5047], [-0.3658, 1.5494, -2.2452], [0.4311, 0.8617, 0.1199], [0.9755, 2.5727, 0.1577], [2.9841, 2.1114, 0.7301], [3.1638, 1.3688, -0.6991], [2.6751, 0.3825, 0.8353], [-1.1590, -1.7146, 1.2553], [-1.3948, -2.4823, -0.0456], [-2.0699, -0.6064, 1.3175], [-1.5578, -2.2763, 2.1331], [-0.1457, -1.4586, 1.3174], [-0.7573, -2.5215, -0.7995], [-2.4107, -2.3577, -0.4471], [-2.6287, -0.5468, 0.4289], [-0.9371, 1.2744, -1.6053], [-1.7629, 0.3059, 1.5326], [-1.2432, -3.5327, 0.2855]],
  "atomic_forces_ev_per_a": [[0.0, -1.8, 0.3], [1.2, 0.5, 2.1], [-1.7, -0.5, -4.1], [1.1, 0.2, 1.1], [3.5, 1.4, -1.0], [-0.2, 0.5, 0.1], [-1.1, 1.6, 1.2], [-0.6, -0.4, 0.1], [0.8, -1.0, -1.1], [-0.3, 0.8, -1.5], [-2.2, -0.6, 0.0], [-2.7, -2.4, 3.9], [-2.2, 1.0, -2.3], [1.4, -0.6, -0.7], [1.6, 0.4, 0.6], [3.3, 1.3, -3.4], [0.2, -0.2, 0.3], [0.8, 0.1, 1.4], [-2.7, -1.4, 2.9], [0.8, 0.9, 0.4], [-0.8, 0.1, -0.3]],
  "mulliken_charge": [0.31, -1.08, 0.52, -0.54, -0.47, -0.26, 0.27, 0.29, 0.36, 0.30, -0.07, -1.21, -0.61, 0.29, 0.15, 0.43, 0.34, 0.19, 0.27, 0.23, 0.28],
  "homo_lumo_gap_ev": 9.90,
  "smiles": "CCC(=O)O.CCN",
  "e_homo_ha": -0.3423,
  "spin_multiplicity": 1
}



Entry 6:
{
  "formula": "C5H13NO2",
  "method": "ωB97M-V/def2-TZVPD",
  "species": ["C", "C", "C", "C", "C", "N", "O", "O", "H", "H", "H", "H", "H", "H", "H", "H", "H", "H", "H", "H", "H"],
  "positions_angstrom": [[-0.2126, -0.1256, -0.8053], [0.3065, 0.1556, 0.6393], [-1.8153, 0.3361, -0.8965], [1.3916, 1.2325, 0.7123], [0.7653, -1.0941, 1.3968], [-0.1042, -1.4890, -1.2707], [0.4578, 0.6503, -1.7721], [-0.8796, 0.6536, 1.4288], [1.2045, 0.0933, -2.0486], [-0.9874, 1.6233, 1.3995], [-0.5722, -1.5617, -2.1738], [-0.6213, -2.1070, -0.6482], [-2.5484, 0.0118, -0.1552], [-1.7956, 1.4221, -1.0150], [-2.2069, -0.1072, -1.8174], [1.6070, -1.5850, 0.8971], [1.6308, 1.4722, 1.7537], [1.0517, 2.1622, 0.2469], [2.3081, 0.9071, 0.2089], [1.0724, -0.8360, 2.4160], [-0.0522, -1.8146, 1.5035]],
  "atomic_forces_ev_per_a": [[-3.1, 0.7, -0.3], [-1.0, 0.7, 1.5], [1.6, -0.3, -1.0], [-0.1, 0.1, -0.2], [-0.2, -0.1, 0.0], [0.2, -0.7, 0.5], [0.2, -0.1, -0.1], [1.2, -0.3, 0.0], [-0.2, 0.3, 0.0], [0.5, -0.7, -0.3], [0.1, 0.2, 0.2], [0.2, 0.0, -0.1], [0.8, 0.1, 0.4], [-0.3, -0.1, 0.1], [0.4, 0.3, -0.3], [-0.2, 0.1, 0.0], [-0.1, -0.3, -0.1], [0.1, -0.2, -0.1], [-0.1, 0.1, 0.0], [0.0, 0.1, -0.2], [0.1, 0.1, -0.1]],
  "mulliken_charge": [0.69, 1.40, -1.40, -1.56, -1.76, -0.78, -0.62, -0.62, 0.41, 0.35, 0.26, 0.25, 0.27, 0.36, 0.43, 0.37, 0.43, 0.40, 0.32, 0.42, 0.40],
  "homo_lumo_gap_ev": 10.26,
  "smiles": "CC(C)(O)[C@](C)(N)O",
  "e_homo_ha": -0.3462,
  "spin_multiplicity": 1
}



Computed values of relative energy (zero: lowest compared OMol25 entry of this formula, charge and spin) (unit: eV) for the preceding records, in sequence: 1.1028; 5.0012; 2.0456; 1.9908; 2.6049; 1.5022.
Computed values of M (unit: g/mol) for the preceding records, in sequence: 119.164; 119.164; 119.164; 119.164; 119.164; 119.164.
Computed values of largest force on an atom (unit: eV Å⁻¹) for the preceding records, in sequence: 1.198; 4.855; 2.208; 3.389; 5.326; 3.214.